Molecular formula: C44H84F24N3O19
Method: DFT, ωB97M-V/def2-TZVPD

Results
**Net charge**: -5
**Lowest unoccupied orbital energy**: 6.14 eV
**M**: 1415.1 g/mol
**Frontier orbital gap**: 0.2452 hartree

Geometry as XYZ:
```
174
Properties=species:S:1:pos:R:3:forces:R:3
C 7.562446 0.600273 -0.004705 1.5 -1.7 0.0
C 6.417490 1.399413 -0.548772 0.1 0.1 0.7
C 5.321768 0.417366 -1.021121 0.1 1.8 0.6
O 4.707777 0.849931 -2.212665 -0.7 0.1 0.1
C 3.504440 1.612814 -2.084901 0.2 -0.6 -0.6
N 5.924236 2.310971 0.527551 0.2 1.2 -0.3
H 4.632918 2.033527 1.594230 0.6 -0.5 -0.6
H 6.678740 2.853557 1.032509 -0.7 -1.1 -1.1
H 5.430053 3.088545 0.026267 0.4 -0.1 0.4
H 7.321393 -0.138724 0.837031 0.1 1.1 -1.0
H 8.371399 1.278865 0.326712 -0.3 -0.4 0.0
H 7.988996 -0.023994 -0.856072 -0.4 0.7 1.1
H 6.823275 1.943545 -1.430335 -0.5 -0.1 0.5
H 4.654363 0.263566 -0.160068 -0.4 0.0 -0.4
H 5.794976 -0.505030 -1.233047 0.4 -1.1 -0.4
H 2.830158 1.165080 -1.366328 -0.3 -0.4 0.1
H 3.057966 1.636047 -3.086111 0.0 -0.2 0.3
H 3.625209 2.634416 -1.786850 0.6 0.8 0.3
C -8.366618 1.376244 -0.639906 -0.2 -0.2 0.2
C -8.577724 -0.049548 -1.024043 0.9 -1.1 -2.3
C -7.321810 -0.637348 -1.787322 -0.5 -0.4 -0.1
O -7.349425 -0.542425 -3.199737 1.0 1.6 0.1
C -8.016436 -1.474969 -3.976468 -0.3 -0.1 -1.2
N -8.820232 -1.013823 0.044533 0.1 1.1 0.5
H -7.686403 -1.010806 1.490988 -1.0 0.1 -0.7
H -9.660033 -0.756441 0.538892 -0.3 0.1 0.2
H -9.026904 -1.902871 -0.414809 0.0 -0.7 -0.1
H -7.461973 1.410748 -0.079536 0.8 0.4 0.6
H -9.162764 1.769511 -0.052182 -0.7 0.2 0.8
H -8.312293 2.045418 -1.478796 0.3 0.0 -0.7
H -9.349428 -0.137203 -1.811614 -0.1 0.2 0.3
H -7.407932 -1.678137 -1.554449 0.5 -0.9 0.3
H -6.320472 -0.255808 -1.487085 -0.8 0.0 0.1
H -7.514793 -2.482788 -4.045128 -0.7 0.8 0.6
H -7.983761 -1.047784 -5.008201 0.1 -0.3 0.6
H -9.082027 -1.488759 -3.715615 0.2 -0.8 0.1
C 0.739209 5.233811 1.720230 0.5 -1.6 -0.2
C 1.590574 4.977768 0.443557 -0.5 1.1 0.8
C 0.589269 4.893942 -0.703904 -0.4 -1.0 0.7
O 1.124397 4.121698 -1.726334 0.2 -0.3 -0.6
C 0.230853 4.058357 -2.796719 -0.4 0.8 -0.5
N 2.642377 5.970391 0.207723 0.8 0.2 -1.1
H 2.323142 6.806637 -0.379102 0.7 -1.8 1.1
H 3.585398 6.139724 1.866151 0.2 -0.1 0.0
H 3.436197 5.460432 -0.279763 -0.8 1.2 0.3
H 0.323103 6.226466 1.701385 -0.8 0.2 -0.2
H 1.187935 5.121083 2.718736 0.6 0.1 -0.7
H 0.057808 4.355688 1.645243 -0.4 1.2 0.5
H 2.103937 4.034581 0.567253 0.0 -0.5 -0.1
H 0.378900 5.892857 -1.099273 -0.3 0.2 0.2
H -0.360333 4.368249 -0.375397 0.7 0.9 -0.2
H -0.765254 3.635043 -2.541839 0.6 -0.3 0.0
H 0.747944 3.559658 -3.601786 -0.2 -0.6 -0.2
H -0.006580 5.069271 -3.188038 0.2 -0.1 0.2
C -5.880789 -1.358184 1.865575 -2.0 -1.0 0.7
O -5.574903 -2.699034 1.807656 0.2 -0.8 -0.5
O -7.161031 -0.982445 2.303983 1.0 -0.8 0.8
C -4.838401 -0.778298 2.738084 -0.7 0.5 1.7
F -5.246940 0.437516 3.158164 0.7 0.3 -0.3
F -4.628419 -1.481084 3.875540 0.2 0.0 -0.5
F -3.710627 -0.687326 2.060305 1.0 0.3 0.1
C -6.391556 -3.624382 1.064019 0.8 -1.8 0.7
C -7.095540 -4.404936 2.162457 -1.0 1.7 1.9
H -6.327596 -4.649281 2.913644 -0.3 -0.1 -0.2
H -7.879746 -3.697126 2.739580 1.7 -1.6 -1.4
H -7.577378 -5.310999 1.854282 -0.4 -0.4 -0.4
H -5.731092 -4.358721 0.461835 -0.7 1.4 1.0
H -7.123622 -3.239747 0.388846 -0.3 1.0 -0.6
H -5.786076 -0.942378 0.928833 0.6 1.2 -2.5
C -9.933414 -4.466384 -1.192219 1.1 3.7 -3.3
O -10.058262 -5.444354 -2.321629 1.0 0.9 -0.3
O -9.091873 -3.410300 -1.407606 -0.5 -1.6 0.2
C -11.337683 -3.871211 -1.129357 0.4 -0.6 -0.1
F -11.440870 -3.000247 -0.131727 -0.2 0.6 1.0
F -11.792242 -3.207767 -2.212715 0.5 -0.3 -0.3
F -12.199333 -4.863003 -0.903410 -1.4 -0.6 0.4
C -9.270386 -5.114716 -3.485443 -0.8 0.0 -0.7
C -9.104358 -6.429040 -4.233795 -2.2 -2.0 0.8
H -10.118450 -6.838017 -4.631086 1.4 0.9 0.6
H -8.446980 -6.418548 -5.071309 0.7 0.3 -0.6
H -8.801002 -7.248238 -3.527510 0.1 0.8 -0.5
H -8.290172 -4.690388 -3.232314 -0.4 0.0 0.2
H -9.776049 -4.382863 -4.225074 0.5 -0.7 1.4
H -9.662309 -4.997987 -0.324683 -0.2 -1.2 1.3
C 3.592153 0.569907 2.484587 -0.8 0.1 -0.9
O 2.672218 -0.241267 1.738469 0.6 0.3 0.8
O 3.754069 1.881820 2.018615 -1.9 -0.4 1.3
C 3.164846 0.569999 3.975323 0.2 0.5 0.4
F 2.637831 -0.608147 4.482693 1.2 1.5 -0.7
F 4.260073 0.931055 4.724349 -1.2 -0.6 -0.2
F 2.212624 1.517826 4.156620 0.4 -0.6 0.4
C 1.233905 -0.165540 1.955018 0.7 1.5 -2.6
C 0.726352 1.196307 1.456234 -0.8 0.8 0.0
H 0.961286 2.049721 2.090780 0.5 -0.2 0.2
H 1.049828 1.458518 0.445802 0.5 -0.4 0.1
H -0.360492 1.295025 1.375976 -0.2 -0.7 0.2
H 0.924811 -0.390257 2.944396 -0.1 -0.3 0.9
H 0.869794 -0.901841 1.228632 0.0 -0.1 0.6
H 4.574132 0.141844 2.380055 0.2 -1.0 0.2
C -9.974713 14.073888 -1.189146 -0.5 -0.2 0.6
O -9.056815 13.313887 -0.323621 0.5 -0.3 0.1
O -10.768598 13.388768 -1.900254 -1.1 -0.7 -0.6
C -10.654301 14.958040 -0.099627 -0.3 1.0 1.9
F -11.478148 14.291633 0.764565 0.3 -0.1 -0.7
F -9.782269 15.625416 0.717389 0.8 -0.5 0.2
F -11.382608 16.020760 -0.527927 -0.6 -0.4 -1.2
C -8.481504 12.176775 -0.942510 -2.1 -0.8 -0.5
C -7.619802 12.522417 -2.161875 0.2 1.1 1.4
H -8.197221 13.099853 -2.876718 -0.1 0.0 -0.1
H -6.779727 13.156713 -1.790630 -0.4 -0.4 -0.5
H -7.232490 11.650650 -2.635550 0.4 -0.8 -0.4
H -9.299410 11.390295 -1.205682 1.1 1.4 0.1
H -7.956162 11.715853 -0.125932 0.8 -0.3 0.2
H -9.356046 14.745115 -1.761890 1.0 1.1 -0.4
C 6.089012 4.586334 -1.969654 -0.2 0.7 -0.3
O 7.530541 4.357979 -1.848507 -1.4 -0.4 -0.9
O 5.405462 4.759289 -0.859655 0.2 -0.2 -0.6
C 5.969957 5.846624 -2.977428 0.5 0.8 0.0
F 5.941277 7.116880 -2.417072 0.5 -1.2 0.1
F 6.985919 5.870041 -3.897811 -0.2 0.1 0.4
F 4.859897 5.836757 -3.716342 -0.8 -0.6 -0.2
C 8.141387 5.220182 -0.985279 1.5 -0.8 1.0
C 9.614442 4.776190 -0.933650 -0.2 1.3 2.1
H 9.762976 3.771768 -0.503530 -0.4 0.3 -0.2
H 10.136061 4.830454 -1.871826 0.1 0.2 -0.5
H 10.040532 5.504569 -0.185323 0.3 -0.7 -0.8
H 7.703845 5.128406 -0.002491 -0.1 -0.1 0.6
H 8.014798 6.272296 -1.203271 0.2 0.5 -0.7
H 5.853758 3.711560 -2.611554 -0.4 0.2 0.0
C 1.024084 -14.260233 6.124437 0.8 1.9 0.7
O 1.758104 -15.193542 5.329741 1.3 -1.9 -0.5
O 0.811791 -13.148567 5.498744 -0.4 -0.7 0.7
C -0.189879 -15.019297 6.646588 -1.9 0.7 -0.4
F -1.228268 -15.151045 5.765572 0.6 -0.1 0.2
F 0.102788 -16.263963 7.066678 -0.3 -0.4 0.4
F -0.747149 -14.373032 7.714411 0.3 -0.2 0.0
C 2.597271 -16.048337 6.068236 1.1 -0.4 -0.5
C 3.708421 -16.707124 5.279227 0.9 0.3 -1.2
H 4.320799 -15.972126 4.765966 0.4 0.2 0.2
H 4.329846 -17.419453 5.809811 0.4 0.6 1.3
H 3.523106 -17.412166 4.499067 -1.6 -0.2 -1.1
H 2.136600 -16.873441 6.550669 -1.2 -0.6 0.6
H 3.117084 -15.522852 6.863685 0.0 0.6 0.3
H 1.644318 -14.208076 7.117715 -0.3 0.2 -0.6
C 11.670120 -9.349943 -7.299197 0.5 -0.3 -1.1
O 11.374733 -8.331421 -6.262470 1.2 1.4 -0.8
O 12.589335 -10.242468 -7.111046 0.3 0.5 0.6
C 10.316357 -10.002499 -7.439617 -0.8 0.1 1.8
F 10.340399 -11.005063 -8.282449 0.0 -1.2 -1.2
F 9.915390 -10.516234 -6.238086 -0.1 -0.1 -0.2
F 9.296607 -9.204592 -7.834622 -0.2 0.4 -0.3
C 12.227525 -7.186775 -6.444358 -0.3 -0.8 0.8
C 11.766531 -6.012585 -5.619458 -1.5 0.0 -1.1
H 10.754451 -5.705613 -5.942066 0.1 -0.5 0.1
H 11.728681 -6.064941 -4.562399 0.3 -0.4 1.1
H 12.324924 -5.179858 -5.953092 1.1 1.1 0.1
H 12.266448 -6.748114 -7.441720 -0.5 -0.6 -0.7
H 13.267997 -7.471439 -6.263675 0.1 0.0 0.4
H 11.806153 -8.785059 -8.279552 -0.2 0.3 0.4
C 4.633194 5.220448 3.342568 -1.0 -0.7 -1.1
O 4.258318 5.125508 4.668538 0.5 1.1 0.7
O 4.143216 6.352918 2.656339 0.6 -0.6 0.9
C 6.150305 5.198899 3.424243 -0.2 1.9 0.9
F 6.718958 5.001612 2.240612 0.2 0.3 0.1
F 6.535220 6.398138 3.987004 0.3 -0.1 -1.1
F 6.628405 4.323454 4.293961 0.2 -1.2 -0.1
C 2.976693 4.627439 4.888797 -0.4 0.9 0.2
C 2.704929 4.448082 6.338694 1.3 -0.9 0.4
H 2.946003 5.397095 6.847559 -0.7 -0.5 0.3
H 1.704434 4.008807 6.359651 -0.2 0.7 0.7
H 3.371503 3.634084 6.697578 -0.2 0.6 0.2
H 2.962318 3.648568 4.472440 -0.8 -0.6 -1.1
H 2.225295 5.369815 4.574145 0.1 -0.6 -0.8
H 4.304857 4.291134 2.842457 0.2 0.2 -0.2
```
Forces are in eV/Å.

Löwdin population analysis, charges in e, atoms 1 to 2: -0.0973 -0.4018



Molecular formula: C6H16NO2
Method: DFT, ωB97M-V/def2-TZVPD

Results
**Net charge**: +1
**Lowest unoccupied orbital energy**: -3.20 eV
**M**: 134.2 g/mol
**Frontier orbital gap**: 0.4023 hartree
**Energy relative to the best compared isomer or geometry (same formula, charge and spin)**: 178.2 kJ/mol

Geometry as XYZ:
```
25
Properties=species:S:1:pos:R:3:forces:R:3
C -2.783912 -0.122825 -1.342375 -1.2 -2.1 -0.3
C 1.604848 1.622091 1.254579 2.5 -1.2 2.1
C 1.719856 -1.368279 1.229637 -0.9 2.5 1.3
C 1.458635 -1.161973 -1.241892 -1.8 2.5 -1.3
C -2.291156 0.350702 -0.021275 -0.1 2.7 -0.7
C 1.603013 0.789374 0.048163 0.2 -0.3 -0.6
N 1.713464 -0.530740 0.042785 -0.6 1.8 -2.0
O 1.542851 1.394673 -1.140403 0.3 -0.7 0.5
O -0.977990 0.925210 -0.259493 0.0 1.8 -0.7
H -2.174612 -0.959066 -1.748066 0.2 0.7 0.4
H -3.797902 -0.569940 -1.423809 0.3 0.7 0.6
H -2.709044 0.693669 -1.970614 -0.2 1.5 -1.9
H 1.802430 2.647916 1.127695 0.8 1.2 -0.8
H 2.320317 1.229560 2.069918 -0.7 0.7 -1.5
H 0.714859 1.680808 1.788771 -2.2 -0.6 0.5
H 0.775828 -1.998503 1.241201 1.4 0.6 0.1
H 2.684840 -1.907993 1.299308 -0.8 0.2 0.2
H 1.618112 -0.459262 1.947966 0.3 -2.9 0.1
H 2.282560 -1.185104 -1.908659 0.9 0.1 -0.4
H 1.107780 -2.101141 -1.067894 -0.6 -2.8 0.6
H 0.567572 -0.639529 -1.748122 1.5 -0.5 0.7
H -2.142428 -0.508585 0.499441 0.7 -2.1 2.4
H -2.865986 1.127853 0.572754 0.1 -1.2 -0.9
H -1.073946 1.798698 -0.778401 -0.1 -2.2 1.2
H 1.608196 2.367231 -1.128520 0.0 -0.5 0.5
```
Forces are in eV/Å.

natural (NBO) population analysis, charges in e, atoms 1 to 2: -0.6314 -0.7483



| no. | HOMO energy (eV) |
| --- | --- |
| 1 | -0.53 |
| 2 | -14.15 |